A molecular structure, B13Ca5H52 at a distorted geometry. Source: the OMol25 dataset; level of theory: the ωB97M-V functional and the def2-TZVPD basis.

Computed properties:
- charge = -3
- LUMO (eV) = 5.92

Geometry (Å):
Ca1 0.008445 1.344894 1.655326
Ca2 1.039125 2.715654 -1.322594
Ca3 -1.781275 -1.343866 -0.901664
Ca4 2.196665 -0.187956 -0.283814
Ca5 0.202035 -2.013826 1.314476
B1 0.033945 0.087794 -0.157014
H1 -0.663575 -0.288566 -0.889184
H2 -0.540525 0.592964 0.603916
H3 0.501315 -0.763846 0.312576
H4 0.762655 0.691584 -0.675354
B2 -1.474005 -0.736136 -2.755264
H5 -2.527865 -0.748846 -2.524064
H6 -1.363555 -0.605026 -3.820564
H7 -1.028875 0.096054 -2.232234
H8 -1.045075 -1.660676 -2.401034
B3 1.759395 -1.303386 -1.888124
H9 1.070255 -2.076166 -2.191644
H10 1.172675 -0.512366 -1.447334
H11 2.428745 -1.770236 -1.182244
H12 2.250305 -0.911766 -2.765554
B4 -0.243685 -2.713136 -0.669934
H13 0.649845 -2.988006 -1.208714
H14 -0.187815 -3.097316 0.336806
H15 -0.337505 -1.643446 -0.564104
H16 -1.183445 -3.055956 -1.074354
B5 -2.968975 -0.066846 -0.047694
H17 -3.804115 0.607304 -0.158614
H18 -2.206205 0.230554 -0.750524
H19 -2.498195 0.028344 0.918516
H20 -3.197985 -1.114946 -0.162974
B6 -1.747635 -1.895506 1.241376
H21 -1.154705 -1.219196 0.645326
H22 -1.791695 -1.532016 2.256346
H23 -2.753505 -2.018396 0.870746
H24 -1.237825 -2.845676 1.280366
B7 -0.041865 -0.477566 2.662066
H25 0.617555 -1.329106 2.727466
H26 -0.933555 -0.613936 3.254126
H27 0.410275 0.392074 3.113236
H28 -0.330125 -0.338896 1.631576
B8 -0.045725 2.709044 0.308636
H29 -0.493685 1.791984 -0.041444
H30 -0.415955 2.973664 1.286976
H31 1.013515 2.505714 0.338766
H32 -0.258345 3.522524 -0.367594
B9 -1.898875 1.363064 2.466286
H33 -2.249785 2.383094 2.491646
H34 -1.603815 1.203244 1.440796
H35 -1.007255 1.305834 3.071256
H36 -2.626625 0.645184 2.811646
B10 2.004995 1.115414 1.579956
H37 2.177825 2.180104 1.551546
H38 2.855605 0.690274 1.070086
H39 1.942565 0.732694 2.586886
H40 1.258925 0.763984 0.884176
B11 -0.169755 1.965814 -2.597614
H41 0.427925 2.259254 -3.446674
H42 -0.325795 2.894664 -2.071184
H43 -1.114075 1.537704 -2.896314
H44 0.350365 1.285574 -1.941114
B12 2.446875 1.457164 -1.242184
H45 2.559655 2.404024 -1.747154
H46 1.833505 1.532014 -0.357644
H47 2.071485 0.683834 -1.894324
H48 3.404405 1.138944 -0.859934
B13 1.940645 -1.558946 0.976746
H49 1.954775 -2.353096 1.707066
H50 1.415085 -1.931196 0.111036
H51 1.544735 -0.662216 1.427726
H52 2.947135 -1.453936 0.602326

Cartesian forces (eV/Å) of the 2 atoms listed first:
4.0939 8.2298 11.0676
2.0462 10.3132 -1.6943

Atomic partial charges in e from the Mulliken method, atoms 1 to 2: 7.08 0.75



A molecular structure, B2CsF4H4 at a distorted geometry. Source: the OMol25 dataset; level of theory: the ωB97M-V functional and the def2-TZVPD basis.

Computed properties:
- ΔE to the lowest compared entry with this formula, charge and spin (eV) = 7.225
- charge = -1
- LUMO (eV) = 2.31

Geometry (Å):
Cs1 10.440745 4.717300 -17.648307
B1 11.541787 6.526608 -18.637756
H1 11.473716 5.504294 -18.976093
H2 10.855988 7.129965 -19.212107
H3 11.392281 6.578475 -17.570421
H4 12.552772 6.863081 -18.807886
B2 12.566308 3.134116 -16.959025
F1 12.684935 1.842534 -16.397699
F2 12.212591 3.012913 -18.229621
F3 11.544979 3.754865 -16.245971
F4 13.761543 3.820911 -16.852055

Cartesian forces (eV/Å) of the 2 atoms listed first:
-13.2414 -1.3960 -1.4652
2.6231 2.9831 -1.9954

Atomic partial charges in e from the Mulliken method, atoms 1 to 2: 0.79 0.34



A molecular structure, B2CsH8 at a distorted geometry. Source: the OMol25 dataset; level of theory: the ωB97M-V functional and the def2-TZVPD basis.

Computed properties:
- ΔE to the lowest compared entry with this formula, charge and spin (eV) = 3.875
- charge = -1
- LUMO (eV) = 0.82

Geometry (Å):
Cs1 0.837584 -1.600724 -2.394330
B1 0.306005 -2.779702 2.236443
H1 1.114620 -3.127990 2.860209
H2 -0.352433 -2.148662 2.813065
H3 0.675207 -2.146888 1.444314
H4 -0.187733 -3.637981 1.807686
B2 -0.483975 3.082834 -1.743164
H5 0.247241 3.109332 -2.536179
H6 -0.097619 3.799473 -1.035067
H7 -1.457791 3.360236 -2.115939
H8 -0.601108 2.090071 -1.337039

Cartesian forces (eV/Å) of the 2 atoms listed first:
-0.2396 0.4539 0.7532
-0.0841 -0.1966 0.1260

Atomic partial charges in e from the Mulliken method, atoms 1 to 2: 0.88 -0.04